Entry 1:
{"formula": "C14H33ClO12P2S", "method": "ωB97M-V/def2-TZVPD", "species": ["O", "C", "Cl", "C", "O", "S", "O", "O", "H", "H", "H", "O", "P", "O", "C", "C", "O", "C", "C", "O", "C", "C", "H", "H", "H", "H", "H", "H", "H", "H", "H", "H", "H", "H", "H", "H", "H", "O", "P", "O", "C", "C", "O", "C", "C", "O", "C", "C", "H", "H", "H", "H", "H", "H", "H", "H", "H", "H", "H", "H", "H", "H", "H"], "coordinates": [[0.60097, -1.25665, -5.88338], [1.29009, -0.14582, -5.61950], [3.11021, -0.40822, -5.18248], [0.64118, 1.39463, -5.61604], [-0.54737, 1.52771, -4.76537], [-1.97379, 0.98487, -5.51259], [-1.86031, 0.87090, -7.05065], [-2.24152, -0.65543, -4.99812], [1.48813, 2.05945, -5.09847], [0.53029, 1.83807, -6.70136], [-1.58912, -0.87141, -4.26792], [-0.18835, -4.63827, 0.10850], [-1.59669, -4.23158, -0.39023], [-1.04941, -3.47216, -1.75444], [-0.76090, -4.30686, -2.86669], [-2.01602, -4.94421, -3.43860], [-1.68362, -2.90649, 0.62874], [-0.83302, -2.89330, 1.78434], [0.54256, -2.31437, 1.46146], [-3.17020, -3.77720, -0.94746], [-4.18736, -4.67619, -0.51332], [-4.25384, -4.80184, 0.99978], [-0.04024, -5.07641, -2.57111], [-0.28741, -3.68260, -3.63074], [-2.45689, -5.64211, -2.71993], [-1.79819, -5.50519, -4.35128], [-2.77588, -4.18612, -3.65676], [-0.75421, -3.90515, 2.20765], [-1.30933, -2.29002, 2.56105], [0.95774, -2.67403, 0.51829], [1.25756, -2.54598, 2.25670], [0.47069, -1.22115, 1.36056], [-4.00447, -5.66131, -0.96564], [-5.13728, -4.30596, -0.89323], [-3.32054, -5.19643, 1.41358], [-5.06152, -5.47878, 1.29418], [-4.42273, -3.82559, 1.46495], [0.17079, 4.40573, 3.15848], [1.64038, 3.98766, 2.90735], [1.86954, 5.03001, 1.64311], [2.17988, 6.37351, 1.98337], [3.54598, 6.49212, 2.63784], [1.20808, 2.62084, 2.04325], [-0.11192, 2.09365, 2.24017], [-1.12707, 2.76476, 1.31784], [3.28232, 3.52054, 2.62676], [3.92962, 3.05275, 3.80722], [3.21614, 1.86876, 4.43870], [1.40260, 6.77435, 2.64223], [2.16614, 6.95743, 1.05790], [3.55409, 5.98814, 3.60936], [3.81796, 7.53739, 2.80679], [4.31752, 6.01598, 2.02327], [-0.40362, 2.18871, 3.29617], [-0.09185, 1.01955, 2.04016], [-1.00779, 3.84762, 1.25083], [-2.14910, 2.55621, 1.64837], [-1.00466, 2.38505, 0.29251], [3.99394, 3.88147, 4.52665], [4.94379, 2.76792, 3.53506], [2.19883, 2.12844, 4.74794], [3.75604, 1.52289, 5.32536], [3.13316, 1.03980, 3.72883]], "molar_mass_g_mol": 522.87, "homo_ha": -0.367, "e_tot_ha": -2996.98790, "homo_lumo_gap_ha": 0.2990, "de_lowest_kcal_mol": 231.22}

=====

Entry 2:
{"formula": "C14H33F6HgN4O7S2", "method": "ωB97M-V/def2-TZVPD", "species": ["Hg", "C", "F", "F", "F", "S", "O", "O", "N", "S", "O", "O", "C", "F", "F", "F", "C", "C", "C", "O", "C", "N", "H", "H", "H", "H", "H", "H", "H", "H", "H", "H", "H", "C", "C", "C", "O", "C", "N", "H", "H", "H", "H", "H", "H", "H", "H", "H", "H", "H", "C", "C", "C", "O", "C", "N", "H", "H", "H", "H", "H", "H", "H", "H", "H", "H", "H"], "coordinates": [[-0.23299, -0.32405, -0.05831], [-1.60362, 1.28451, -3.93393], [-2.86720, 1.43595, -3.61369], [-1.48453, 1.15969, -5.22476], [-0.98127, 2.36493, -3.51914], [-0.77309, -0.25635, -3.16617], [-0.73669, -1.29088, -4.16764], [0.55059, 0.19545, -2.78068], [-1.67488, -0.56093, -1.71670], [-2.77850, -1.57964, -2.35669], [-3.47118, -1.15185, -3.53619], [-2.26085, -2.91768, -2.28064], [-4.10645, -1.51081, -0.99820], [-5.10165, -2.30149, -1.26022], [-3.54327, -1.78005, 0.18979], [-4.55678, -0.25629, -0.90721], [-2.92562, 2.24641, 2.64663], [-2.05702, 1.53873, 1.58129], [-1.39305, 2.63994, 0.71439], [-0.67648, 2.04325, -0.36548], [0.20208, 3.00094, -0.96823], [-1.09356, 0.57623, 2.16048], [-2.61694, 3.25883, 2.90554], [-2.94641, 1.72379, 3.60681], [-3.93671, 2.16135, 2.24776], [-2.74980, 0.98432, 0.94246], [-0.71741, 3.20369, 1.35806], [-2.28239, 3.14791, 0.34139], [-0.28718, 3.72618, -1.61918], [0.94088, 2.48141, -1.56579], [0.68006, 3.60089, -0.19253], [-1.67572, -0.03967, 2.73179], [-0.65492, 1.09970, 2.92676], [-0.41657, -4.66813, 1.45524], [0.17918, -3.35681, 0.95017], [0.51329, -3.60239, -0.52292], [1.06123, -2.39966, -1.08203], [2.03634, -2.61137, -2.09803], [-0.81087, -2.25361, 1.19698], [0.36339, -5.42732, 1.56828], [-1.15490, -5.12492, 0.79472], [-0.88083, -4.58333, 2.44132], [1.09643, -3.04221, 1.45018], [-0.39378, -3.71988, -1.12805], [1.17921, -4.46244, -0.57863], [2.70322, -3.44617, -1.89587], [2.51183, -1.66464, -2.35525], [1.50199, -2.80215, -3.04216], [-0.84496, -2.26959, 2.21580], [-1.74312, -2.58376, 0.95467], [2.55534, -0.24617, 2.29363], [2.32893, 0.89865, 1.32683], [3.50599, 1.93726, 1.28316], [3.09495, 3.10399, 0.66802], [4.08261, 4.13101, 0.65527], [1.99196, 0.42976, -0.03273], [3.10256, -1.09963, 1.89324], [1.58912, -0.60664, 2.65798], [3.07182, 0.09761, 3.19115], [1.58162, 1.57785, 1.75481], [4.28673, 1.43260, 0.68728], [3.79875, 2.06562, 2.33220], [5.02221, 3.79627, 0.21016], [4.26674, 4.55109, 1.64369], [3.66204, 4.88192, -0.01078], [2.83913, -0.06291, -0.33834], [2.13098, 1.22572, -0.66177]], "total_charge": 1, "molar_mass_g_mol": 748.15, "homo_ha": -0.469, "e_tot_ha": -2847.59956, "homo_lumo_gap_ha": 0.3668, "de_lowest_kcal_mol": 0.00}

=====

Entry 3:
{"formula": "C14H33N5O19", "method": "ωB97M-V/def2-TZVPD", "species": ["C", "N", "O", "O", "H", "H", "H", "C", "N", "O", "O", "H", "H", "H", "C", "N", "O", "O", "H", "H", "H", "C", "N", "O", "O", "H", "H", "H", "C", "N", "O", "O", "H", "H", "H", "C", "O", "C", "O", "O", "C", "H", "H", "H", "H", "H", "H", "C", "O", "C", "O", "O", "C", "H", "H", "H", "H", "H", "H", "C", "O", "C", "O", "O", "C", "H", "H", "H", "H", "H", "H"], "coordinates": [[-1.09717, 0.20206, 0.14967], [-0.49501, 1.47961, 0.59362], [0.36283, 1.41060, 1.43935], [-0.96874, 2.51066, 0.14468], [-1.35832, 0.17955, -0.90268], [-1.98801, 0.05535, 0.75715], [-0.39788, -0.59641, 0.36856], [-3.45805, -2.90054, 3.94603], [-2.74122, -2.06126, 2.95940], [-2.84428, -2.38844, 1.79498], [-2.09596, -1.11863, 3.36328], [-3.23141, -3.93667, 3.72653], [-4.51892, -2.68507, 3.83854], [-3.14563, -2.61146, 4.94293], [1.00041, 2.28377, 4.87415], [2.29019, 2.68731, 4.25194], [2.22559, 3.48873, 3.35333], [3.31411, 2.19088, 4.69250], [0.57574, 1.45945, 4.30565], [0.35749, 3.15040, 4.74892], [1.12661, 1.99748, 5.90920], [3.72062, -1.94683, -0.74372], [2.42122, -1.97662, -1.47405], [1.43827, -1.54573, -0.90813], [2.41969, -2.40868, -2.60824], [3.46391, -2.00542, 0.31110], [4.19123, -0.99251, -0.95175], [4.28686, -2.81703, -1.04639], [0.81822, 0.34215, -3.70515], [2.01635, 1.21838, -3.45805], [2.59176, 1.69360, -4.41609], [2.25947, 1.49611, -2.29527], [0.59327, -0.03960, -2.71668], [1.07185, -0.43274, -4.41631], [0.07193, 1.04815, -4.05432], [-1.64894, -2.47407, -4.03450], [-2.67280, -2.08564, -3.11704], [-2.92057, -0.78034, -3.05424], [-2.43891, 0.07187, -3.76059], [-3.80288, -0.58114, -2.08015], [-4.11128, 0.76280, -1.71739], [-0.71323, -1.97999, -3.77307], [-1.90331, -2.22287, -5.06361], [-1.55027, -3.54974, -3.94516], [-4.13871, 0.79224, -0.62947], [-5.06505, 1.04000, -2.15519], [-3.33075, 1.46871, -2.00289], [-0.56493, -3.80570, 0.09247], [0.46791, -4.54465, 0.72456], [0.17403, -4.98279, 1.94604], [-0.81643, -4.71643, 2.57084], [1.16864, -5.76152, 2.36560], [1.03239, -6.26563, 3.69024], [-0.88236, -2.94164, 0.66981], [-1.44793, -4.42241, -0.08787], [-0.20871, -3.45292, -0.87124], [0.04048, -6.68886, 3.85558], [1.21525, -5.47949, 4.41676], [1.73737, -7.08951, 3.76411], [0.09691, 4.58460, -2.27922], [0.87977, 5.77409, -2.32565], [1.49684, 6.10920, -1.19378], [1.43314, 5.52929, -0.14284], [2.18481, 7.22303, -1.42358], [2.90730, 7.70299, -0.29992], [0.69477, 3.70015, -2.51020], [-0.65435, 4.72554, -3.05235], [-0.33416, 4.42778, -1.29436], [2.29382, 7.78965, 0.59211], [3.35362, 8.65012, -0.58988], [3.75145, 7.04272, -0.05860]], "molar_mass_g_mol": 575.43, "homo_ha": -0.377, "e_tot_ha": -2256.12225, "homo_lumo_gap_ha": 0.3741, "de_lowest_kcal_mol": 0.00}

=====

Entry 4:
{"formula": "C14H33N6O11V", "method": "ωB97M-V/def2-TZVPD", "species": ["V", "C", "C", "C", "O", "H", "H", "H", "H", "H", "H", "H", "N", "O", "O", "O", "N", "O", "O", "O", "C", "C", "O", "N", "C", "H", "H", "H", "H", "H", "H", "H", "C", "C", "O", "N", "C", "H", "H", "H", "H", "H", "H", "H", "C", "C", "O", "N", "C", "H", "H", "H", "H", "H", "H", "H", "O", "C", "N", "C", "H", "H", "H", "H", "H"], "coordinates": [[0.14577, -0.81788, -0.21975], [-3.60198, 1.04651, -0.11677], [-2.58217, 0.60156, 0.92752], [-3.16935, -0.50483, 1.79908], [-1.34470, 0.32119, 0.42381], [-4.54211, 1.31597, 0.35983], [-3.69654, 0.26950, -0.87735], [-3.24171, 1.91274, -0.68619], [-2.51920, 1.48191, 1.61114], [-3.19610, -1.46598, 1.27345], [-4.17909, -0.26502, 2.13426], [-2.53500, -0.67620, 2.67193], [2.98941, -1.43820, -1.57464], [1.78340, -1.60937, -1.14544], [3.19591, -1.53189, -2.77629], [3.87906, -1.21843, -0.75148], [-2.32424, -3.03506, -0.51567], [-2.29735, -3.95114, 0.30365], [-3.30609, -2.78790, -1.21523], [-1.27521, -2.33250, -0.66088], [0.93540, 0.46104, -4.14490], [-0.35866, 0.05956, -3.44042], [-0.34194, -0.28677, -2.26351], [-1.49205, 0.15826, -4.15683], [-2.80170, -0.16436, -3.65015], [1.01788, -0.05236, -5.10002], [1.72573, 0.20512, -3.44333], [0.98702, 1.54005, -4.29900], [-1.37017, 0.23519, -5.15143], [-3.49636, -0.36390, -4.46218], [-3.17124, 0.66763, -3.05372], [-2.81588, -1.04521, -3.00336], [0.50005, 2.11298, 3.23904], [1.45385, 1.05714, 2.71648], [1.04389, 0.15583, 1.98515], [2.71646, 1.04862, 3.21511], [3.70161, 0.03899, 2.85267], [0.92548, 3.08615, 3.48020], [-0.04262, 1.61752, 4.04155], [-0.20071, 2.33377, 2.42949], [3.05265, 1.89020, 3.64935], [3.29357, -0.95529, 3.05751], [4.58958, 0.15027, 3.46409], [3.90131, 0.02189, 1.77871], [3.35577, 2.02937, -0.70280], [1.86863, 2.01942, -0.81796], [1.20652, 1.03868, -0.50609], [1.25332, 3.11050, -1.30656], [-0.16852, 3.33338, -1.19660], [3.88620, 2.71725, -1.35684], [3.74303, 1.01521, -0.80298], [3.61040, 2.28509, 0.33413], [1.82649, 3.85774, -1.65748], [-0.61531, 3.22640, -2.19651], [-0.40000, 4.34531, -0.87545], [-0.65394, 2.55971, -0.60366], [0.58773, -2.24927, 1.17431], [0.09682, -2.94627, 2.05392], [-0.62396, -2.39825, 3.05729], [0.28581, -4.43907, 2.07940], [-1.01166, -1.48091, 2.89011], [-1.20136, -3.01233, 3.60680], [1.15523, -4.61938, 2.71150], [0.50471, -4.74754, 1.06005], [-0.64177, -4.93237, 2.34993]], "molar_mass_g_mol": 512.39, "homo_ha": [-0.314, -0.317], "s2": 2.01, "e_tot_ha": -2653.33569, "homo_lumo_gap_ha": [0.3133, 0.3250], "de_lowest_kcal_mol": 0.00, "multiplicity": 3}